# 1
C44H56NO10PS3W as an isolated structure at a distorted geometry. Source: the OMol25 dataset; level of theory: the ωB97M-V functional and the def2-TZVPD basis.

Geometry (Å):
W (-1.86, -0.33, -0.77)
O (-4.79, -5.18, 3.42)
C (-3.57, -4.93, 3.41)
O (-2.64, -5.34, 4.12)
C (-3.13, -3.90, 2.34)
C (-1.79, -3.78, 1.99)
C (-1.39, -2.79, 1.11)
N (-2.27, -1.91, 0.61)
C (-3.58, -2.08, 0.86)
C (-4.04, -3.05, 1.71)
C (-4.49, -1.05, 0.21)
O (-5.69, -1.14, 0.27)
O (-3.82, -0.07, -0.35)
H (-1.07, -4.45, 2.45)
H (-0.37, -2.65, 0.81)
H (-5.10, -3.16, 1.91)
O (-2.23, -3.24, -3.68)
C (-1.92, -2.53, -2.76)
O (-2.71, -1.69, -2.14)
C (-0.47, -2.46, -2.20)
O (0.37, -3.31, -2.41)
O (-0.27, -1.36, -1.52)
C (2.74, -1.20, -3.44)
S (1.88, 0.36, -3.19)
C (2.94, 1.41, -4.20)
H (2.75, -1.47, -4.50)
H (2.21, -1.97, -2.89)
H (3.77, -1.12, -3.07)
H (2.94, 1.08, -5.24)
H (3.96, 1.40, -3.83)
H (2.55, 2.43, -4.16)
O (-1.94, 0.86, -2.54)
S (-2.69, 0.74, -3.86)
C (-1.40, 1.28, -5.03)
C (-0.99, 2.71, -4.88)
C (-1.25, 3.62, -5.90)
C (-0.91, 4.96, -5.76)
C (-0.32, 5.41, -4.59)
C (-0.06, 4.51, -3.56)
C (-0.39, 3.17, -3.70)
C (-3.76, 2.19, -3.88)
C (-4.85, 2.04, -2.85)
C (-5.79, 1.02, -2.96)
C (-6.77, 0.88, -1.99)
C (-6.81, 1.75, -0.91)
C (-5.86, 2.76, -0.80)
C (-4.88, 2.90, -1.77)
H (-1.78, 1.06, -6.03)
H (-0.59, 0.59, -4.79)
H (-1.71, 3.27, -6.81)
H (-1.11, 5.65, -6.57)
H (-0.06, 6.45, -4.48)
H (0.39, 4.85, -2.64)
H (-0.20, 2.48, -2.89)
H (-4.14, 2.26, -4.90)
H (-3.13, 3.05, -3.67)
H (-5.75, 0.32, -3.79)
H (-7.47, 0.06, -2.05)
H (-7.55, 1.61, -0.13)
H (-5.87, 3.42, 0.06)
H (-4.12, 3.66, -1.67)
S (-1.36, 2.94, 0.48)
C (-1.46, 1.45, 0.05)
O (0.37, -0.46, 1.01)
P (1.41, -0.51, 2.09)
C (2.42, -2.00, 1.79)
C (2.93, -2.09, 0.34)
C (3.22, -3.55, -0.02)
C (3.72, -4.35, 1.20)
C (4.46, -3.44, 2.18)
C (3.49, -2.43, 2.80)
C (2.29, 1.10, 2.15)
C (2.32, 1.81, 0.79)
C (3.52, 1.47, -0.08)
C (4.83, 1.65, 0.68)
C (4.83, 0.81, 1.95)
C (3.66, 1.17, 2.86)
C (0.60, -0.86, 3.71)
C (1.38, -0.59, 5.01)
C (1.28, 0.85, 5.51)
C (-0.17, 1.30, 5.61)
C (-0.88, 1.16, 4.27)
C (-0.82, -0.28, 3.77)
H (1.61, -2.74, 1.85)
H (3.85, -1.50, 0.25)
H (2.20, -1.66, -0.34)
H (3.97, -3.58, -0.81)
H (2.31, -4.01, -0.43)
H (4.36, -5.17, 0.87)
H (2.88, -4.82, 1.72)
H (5.26, -2.92, 1.64)
H (4.94, -4.03, 2.96)
H (4.06, -1.57, 3.18)
H (3.01, -2.88, 3.67)
H (1.58, 1.66, 2.76)
H (2.32, 2.89, 0.99)
H (1.39, 1.59, 0.25)
H (3.51, 2.10, -0.98)
H (3.44, 0.44, -0.43)
H (4.95, 2.71, 0.96)
H (5.68, 1.39, 0.05)
H (5.77, 0.93, 2.50)
H (4.77, -0.25, 1.67)
H (3.80, 2.21, 3.19)
H (3.67, 0.56, 3.76)
H (0.48, -1.95, 3.62)
H (2.43, -0.90, 4.91)
H (0.95, -1.24, 5.78)
H (1.82, 1.52, 4.84)
H (1.78, 0.92, 6.48)
H (-0.22, 2.34, 5.97)
H (-0.69, 0.68, 6.35)
H (-0.43, 1.84, 3.53)
H (-1.92, 1.47, 4.36)
H (-1.29, -0.35, 2.78)
H (-1.41, -0.91, 4.44)

Results
energy above the lowest of the compared OMol25 structures with the same formula, charge and spin	0.114	eV
multiplicity	4
lowest unoccupied orbital energy (spin up / spin down)	1.74 / 1.09	eV
orbital gap (spin up / spin down)	0.247 / 0.241	hartree
charge	-1
expectation value of S²	3.77

---

# 2
An isolated ion of composition C6H17N2 and charge +1 at a distorted geometry. Source: the OMol25 dataset; level of theory: the ωB97M-V functional and the def2-TZVPD basis.

Geometry (Å):
C (1.23, -2.09, 0.19)
N (0.69, -1.08, 1.04)
C (-0.35, -0.26, 0.60)
C (-1.61, -1.01, 0.10)
C (-0.76, 0.74, 1.65)
N (0.06, 0.60, -0.87)
C (-0.78, 1.75, -1.28)
C (1.51, 0.87, -0.85)
H (2.06, -2.67, 0.73)
H (0.52, -2.84, -0.07)
H (1.60, -1.80, -0.82)
H (1.40, -0.57, 1.66)
H (-1.49, -1.32, -1.05)
H (-1.87, -1.82, 0.64)
H (-2.32, -0.18, 0.23)
H (0.11, 1.11, 2.23)
H (-1.29, 1.65, 1.28)
H (-1.50, 0.28, 2.35)
H (-0.14, -0.17, -1.38)
H (-1.69, 1.65, -0.69)
H (-0.09, 2.51, -0.93)
H (-1.00, 1.79, -2.38)
H (2.09, -0.05, -0.50)
H (2.00, 1.21, -1.77)
H (1.62, 1.71, -0.10)

Results
energy above the lowest of the compared OMol25 structures with the same formula, charge and spin	2.093	eV
multiplicity	1
lowest unoccupied orbital energy	-2.64	eV
orbital gap	0.411	hartree
charge	+1

---

# 3
C28H27Ge2N3OPb as an isolated structure. Source: the OMol25 dataset; level of theory: the ωB97M-V functional and the def2-TZVPD basis.

Geometry (Å):
Pb (1.95, 1.66, -0.15)
C (-1.00, 4.23, 2.24)
C (-0.21, 3.69, 1.23)
N (0.41, 2.52, 1.37)
C (0.29, 1.83, 2.54)
C (-0.49, 2.31, 3.60)
C (-1.14, 3.55, 3.42)
C (-0.57, 1.56, 4.81)
C (0.10, 0.39, 4.95)
C (0.91, -0.12, 3.89)
C (1.66, -1.31, 4.00)
C (2.44, -1.74, 2.96)
C (2.48, -0.97, 1.79)
N (1.78, 0.15, 1.65)
C (1.00, 0.59, 2.69)
H (-1.47, 5.19, 2.09)
H (-0.06, 4.21, 0.29)
H (-1.74, 3.95, 4.23)
H (-1.17, 1.95, 5.63)
H (0.05, -0.17, 5.88)
H (1.61, -1.88, 4.92)
H (3.02, -2.64, 3.02)
H (3.09, -1.28, 0.95)
O (0.21, -2.03, -0.67)
C (0.15, -0.93, -0.99)
N (0.14, 0.27, -1.29)
C (-3.52, -1.56, -1.73)
Ge (-3.59, 0.37, -1.72)
C (-3.38, 1.21, 0.01)
C (-4.64, 1.29, -3.06)
Ge (-1.00, 0.97, -2.69)
C (-0.62, 2.86, -2.52)
C (-1.60, 3.83, -2.31)
C (-1.24, 5.17, -2.22)
C (0.09, 5.55, -2.33)
C (1.07, 4.59, -2.56)
C (0.72, 3.25, -2.67)
C (-0.77, -0.13, -4.25)
C (-1.81, -0.65, -5.00)
C (-1.54, -1.38, -6.14)
C (-0.22, -1.60, -6.53)
C (0.83, -1.08, -5.77)
C (0.56, -0.35, -4.63)
H (-4.55, -1.91, -1.61)
H (-2.94, -1.95, -0.89)
H (-3.14, -1.96, -2.66)
H (-4.27, 0.97, 0.60)
H (-3.30, 2.30, -0.06)
H (-2.52, 0.81, 0.55)
H (-5.69, 1.07, -2.83)
H (-4.44, 0.93, -4.07)
H (-4.51, 2.37, -3.02)
H (-2.64, 3.56, -2.22)
H (-2.01, 5.92, -2.07)
H (0.37, 6.59, -2.27)
H (2.11, 4.89, -2.69)
H (1.48, 2.53, -2.94)
H (-2.85, -0.48, -4.72)
H (-2.35, -1.78, -6.74)
H (-0.01, -2.17, -7.42)
H (1.85, -1.25, -6.08)
H (1.39, 0.03, -4.04)

Results
energy above the lowest of the compared OMol25 structures with the same formula, charge and spin	0.137	eV
multiplicity	2
lowest unoccupied orbital energy (spin up / spin down)	-9.37 / -11.48	eV
orbital gap (spin up / spin down)	0.284 / 0.208	hartree
charge	+3
expectation value of S²	0.75

---

# 4
A 2-piece molecular cluster, C5H12NO2 overall at a distorted geometry. Source: the OMol25 dataset; level of theory: the ωB97M-V functional and the def2-TZVPD basis.

Geometry (Å):
C (1.71, -1.47, 0.92)
C (1.00, -1.08, -0.12)
C (-2.15, 0.93, -0.45)
C (-1.62, -1.27, -1.32)
C (-0.05, -0.08, 0.02)
N (-1.24, -0.28, -0.43)
O (2.45, 2.06, 1.47)
O (0.16, 1.01, 0.76)
H (2.41, -2.25, 0.77)
H (1.19, -1.27, 1.78)
H (1.24, -1.39, -1.13)
H (-3.13, 0.78, -0.76)
H (-2.29, 1.29, 0.65)
H (-1.66, 1.75, -1.01)
H (-1.00, -2.25, -1.12)
H (-2.58, -1.70, -1.23)
H (-1.48, -0.92, -2.37)
H (3.00, 2.23, 0.70)
H (2.97, 2.61, 2.06)
H (1.08, 1.29, 0.80)

Results
energy above the lowest of the compared OMol25 structures with the same formula, charge and spin	1.846	eV
multiplicity	1
lowest unoccupied orbital energy	-4.04	eV
orbital gap	0.391	hartree
charge	+1

---

# 5
A single C31H39N5O6 molecule. Source: the OMol25 dataset; level of theory: the ωB97M-V functional and the def2-TZVPD basis.

Geometry (Å):
C (-3.83, -1.89, 1.73)
C (-3.62, -0.72, 2.69)
C (-2.19, -0.75, 3.25)
C (-4.64, -0.75, 3.83)
O (-3.70, 0.53, 1.98)
C (-4.81, 0.85, 1.28)
O (-5.83, 0.21, 1.24)
N (-4.63, 2.05, 0.65)
C (-5.33, 2.29, -0.60)
C (-4.64, 1.49, -1.67)
C (-5.00, 0.16, -1.87)
C (-4.21, -0.67, -2.65)
C (-3.04, -0.19, -3.22)
C (-2.06, -1.16, -3.84)
N (-1.17, -1.61, -2.79)
C (-1.54, -2.59, -1.95)
O (-2.50, -3.33, -2.10)
C (-0.69, -2.75, -0.75)
N (-1.05, -3.72, 0.14)
C (-0.18, -3.67, 1.18)
N (0.71, -2.74, 1.01)
C (0.42, -2.14, -0.19)
C (1.26, -1.03, -0.67)
O (1.02, -0.37, -1.68)
N (2.33, -0.82, 0.11)
C (3.29, 0.22, -0.12)
C (3.04, 1.43, 0.81)
C (1.68, 2.00, 0.54)
C (0.56, 1.51, 1.21)
C (-0.70, 2.00, 0.92)
C (-0.86, 2.99, -0.02)
C (0.25, 3.48, -0.70)
C (1.51, 2.99, -0.42)
C (4.69, -0.32, 0.16)
O (4.89, -1.29, 0.83)
O (5.60, 0.46, -0.40)
C (7.02, 0.22, -0.24)
C (7.39, -1.14, -0.83)
C (7.40, 0.30, 1.24)
C (7.69, 1.34, -1.03)
C (-2.71, 1.15, -3.08)
C (-3.51, 1.98, -2.31)
H (-3.17, -1.79, 0.87)
H (-4.86, -1.91, 1.38)
H (-3.62, -2.83, 2.24)
H (-2.06, -1.63, 3.87)
H (-2.01, 0.14, 3.84)
H (-1.47, -0.79, 2.43)
H (-5.65, -0.69, 3.43)
H (-4.54, -1.67, 4.39)
H (-4.48, 0.09, 4.50)
H (-3.68, 2.39, 0.68)
H (-5.30, 3.36, -0.81)
H (-6.36, 1.97, -0.46)
H (-5.88, -0.23, -1.39)
H (-4.47, -1.71, -2.76)
H (-2.59, -2.03, -4.24)
H (-1.46, -0.69, -4.62)
H (-0.40, -1.00, -2.51)
H (-1.84, -4.33, -0.01)
H (-0.23, -4.32, 2.03)
H (2.47, -1.44, 0.90)
H (3.20, 0.55, -1.16)
H (3.11, 1.09, 1.85)
H (3.81, 2.18, 0.63)
H (0.68, 0.73, 1.95)
H (-1.56, 1.60, 1.45)
H (-1.84, 3.39, -0.24)
H (0.13, 4.26, -1.44)
H (2.37, 3.37, -0.95)
H (8.47, -1.28, -0.79)
H (7.06, -1.20, -1.86)
H (6.91, -1.94, -0.26)
H (7.08, 1.25, 1.66)
H (8.48, 0.21, 1.35)
H (6.93, -0.50, 1.80)
H (7.37, 1.30, -2.07)
H (8.77, 1.25, -0.98)
H (7.40, 2.31, -0.62)
H (-1.81, 1.54, -3.53)
H (-3.24, 3.02, -2.19)

Results
energy above the lowest of the compared OMol25 structures with the same formula, charge and spin	0.061	eV
multiplicity	1
lowest unoccupied orbital energy	0.62	eV
orbital gap	0.346	hartree

---

# 6
C10H11AuCl3F4N2O4SeSi as an isolated structure at a distorted geometry. Source: the OMol25 dataset; level of theory: the ωB97M-V functional and the def2-TZVPD basis.

Geometry (Å):
Au (0.13, 0.82, -2.01)
C (-2.75, -1.07, -1.13)
N (-2.31, 0.30, -0.90)
C (-3.25, 1.25, -1.46)
C (-2.11, 0.55, 0.52)
C (-0.81, 0.09, 1.16)
N (0.33, 0.49, 0.77)
C (1.51, 0.13, 1.45)
C (2.71, 0.33, 0.76)
F (2.71, 0.87, -0.45)
C (3.93, -0.02, 1.31)
F (5.04, 0.18, 0.60)
C (4.01, -0.57, 2.57)
C (2.84, -0.74, 3.28)
F (2.88, -1.24, 4.52)
C (1.62, -0.40, 2.74)
F (0.54, -0.56, 3.52)
H (-3.74, -1.25, -0.68)
H (-2.05, -1.79, -0.71)
H (-2.80, -1.26, -2.20)
H (-4.25, 1.16, -0.99)
H (-3.35, 1.07, -2.53)
H (-2.89, 2.26, -1.32)
H (-2.93, 0.09, 1.10)
H (-2.13, 1.62, 0.71)
H (-0.26, -1.80, 0.37)
H (-0.96, -0.28, 2.18)
H (4.97, -0.86, 2.99)
Cl (-0.97, 3.81, -3.98)
Si (0.15, 3.02, -2.38)
Cl (1.98, 4.02, -2.60)
Cl (-0.71, 4.08, -0.74)
O (0.27, -2.64, 0.32)
Se (0.61, -2.90, -1.43)
O (-0.62, -3.80, -1.93)
O (0.58, -1.40, -2.07)
O (2.07, -3.54, -1.40)

Results
energy above the lowest of the compared OMol25 structures with the same formula, charge and spin	0.558	eV
multiplicity	1
lowest unoccupied orbital energy	1.77	eV
orbital gap	0.266	hartree
charge	-1

---

# 7
A 3-piece molecular cluster, C19H38O13P2 overall at a distorted geometry. Source: the OMol25 dataset; level of theory: the ωB97M-V functional and the def2-TZVPD basis.

Geometry (Å):
O (0.56, -3.65, 6.75)
C (-0.28, -3.02, 6.27)
O (-0.86, -3.39, 5.06)
C (-1.81, -2.42, 4.77)
O (-2.48, -2.38, 3.81)
C (-1.85, -1.40, 5.90)
C (-2.75, -0.19, 6.11)
C (-4.20, -0.51, 5.59)
C (-4.84, -1.74, 6.29)
O (-5.89, -2.31, 5.49)
C (-0.93, -1.75, 6.81)
O (-0.68, -1.08, 7.97)
H (-2.38, 0.74, 5.64)
H (-2.86, 0.03, 7.19)
H (-4.18, -0.69, 4.50)
H (-4.86, 0.37, 5.78)
H (-5.31, -1.45, 7.25)
H (-4.13, -2.56, 6.52)
H (-5.45, -2.81, 4.79)
H (-0.08, -0.36, 7.72)
C (-3.65, 1.34, 0.90)
C (-2.54, 0.40, 1.34)
O (-1.24, 0.94, 1.10)
P (-0.76, 2.21, 2.04)
O (-0.45, 1.48, 3.32)
O (0.81, 2.41, 1.54)
C (1.90, 2.29, 2.45)
C (2.47, 0.89, 2.44)
O (-1.25, 3.32, 0.89)
C (-0.50, 3.67, -0.27)
C (-0.22, 2.53, -1.23)
H (-3.65, 2.25, 1.51)
H (-4.62, 0.86, 0.99)
H (-3.50, 1.65, -0.14)
H (-2.65, 0.15, 2.40)
H (-2.61, -0.53, 0.77)
H (1.61, 2.60, 3.45)
H (2.67, 3.00, 2.11)
H (1.69, 0.13, 2.55)
H (3.20, 0.76, 3.23)
H (2.96, 0.69, 1.48)
H (0.42, 4.18, 0.01)
H (-1.10, 4.41, -0.80)
H (0.44, 1.77, -0.79)
H (0.27, 2.90, -2.13)
H (-1.14, 2.02, -1.52)
C (0.93, -0.65, -8.50)
C (0.44, -0.30, -7.10)
O (1.42, -0.61, -6.10)
P (2.78, 0.32, -6.04)
O (2.22, 1.56, -5.40)
O (3.53, -0.27, -4.69)
C (3.82, 0.56, -3.57)
C (2.71, 0.48, -2.54)
O (3.64, -0.76, -6.98)
C (4.23, -1.97, -6.48)
C (3.26, -2.97, -5.88)
H (1.77, -0.02, -8.79)
H (0.13, -0.51, -9.23)
H (1.27, -1.69, -8.54)
H (0.17, 0.75, -7.04)
H (-0.44, -0.89, -6.86)
H (4.00, 1.59, -3.88)
H (4.75, 0.19, -3.13)
H (1.72, 0.62, -2.98)
H (2.85, 1.23, -1.75)
H (2.69, -0.51, -2.07)
H (5.04, -1.73, -5.79)
H (4.70, -2.44, -7.35)
H (2.80, -2.59, -4.97)
H (3.79, -3.89, -5.63)
H (2.46, -3.20, -6.58)

Results
energy above the lowest of the compared OMol25 structures with the same formula, charge and spin	0.000	eV
multiplicity	1
lowest unoccupied orbital energy	-0.95	eV
orbital gap	0.338	hartree

---

# 8
A 2-piece molecular cluster, CH7NS overall at a distorted geometry. Source: the OMol25 dataset; level of theory: the ωB97M-V functional and the def2-TZVPD basis.

Geometry (Å):
C (-0.20, -0.34, -2.07)
N (0.04, 0.95, -1.40)
H (-0.51, -0.21, -3.11)
H (-1.10, -0.77, -1.63)
H (0.63, -1.04, -2.00)
H (0.81, 0.83, -0.75)
H (0.50, 1.58, -2.06)
S (-0.04, -0.31, 1.85)
H (1.18, -0.67, 1.43)
H (-0.67, 0.71, 1.23)

Results
energy above the lowest of the compared OMol25 structures with the same formula, charge and spin	0.931	eV
multiplicity	1
lowest unoccupied orbital energy	0.83	eV
orbital gap	0.386	hartree

---

# 9
A single C28H24F3N7O2 molecule at a distorted geometry. Source: the OMol25 dataset; level of theory: the ωB97M-V functional and the def2-TZVPD basis.

Geometry (Å):
C (-8.79, -0.95, -1.70)
C (-7.58, -0.41, -1.01)
C (-7.59, 0.85, -0.42)
C (-6.45, 1.31, 0.21)
C (-5.31, 0.50, 0.23)
N (-4.17, 0.97, 0.87)
C (-2.94, 0.44, 0.99)
N (-2.09, 1.20, 1.71)
C (-0.87, 0.73, 1.87)
C (-0.44, -0.47, 1.34)
C (-1.40, -1.18, 0.60)
N (-2.64, -0.74, 0.44)
N (-1.07, -2.38, 0.02)
C (-2.10, -3.11, -0.69)
C (0.26, -2.75, -0.19)
O (0.55, -3.65, -0.94)
N (1.19, -2.04, 0.49)
C (2.57, -2.23, 0.17)
C (3.20, -1.19, -0.50)
C (4.56, -1.27, -0.80)
N (5.23, -0.24, -1.47)
C (4.99, 1.10, -1.45)
O (5.57, 1.85, -2.21)
C (4.04, 1.60, -0.41)
C (4.31, 1.39, 0.94)
C (3.46, 1.91, 1.91)
C (2.33, 2.61, 1.54)
C (2.05, 2.81, 0.20)
C (0.79, 3.50, -0.23)
F (0.19, 4.17, 0.76)
F (1.00, 4.38, -1.22)
F (-0.11, 2.62, -0.71)
C (2.91, 2.32, -0.78)
C (5.25, -2.44, -0.48)
C (4.59, -3.48, 0.16)
C (3.25, -3.39, 0.52)
C (2.56, -4.52, 1.21)
C (0.91, -1.08, 1.54)
C (-5.40, -0.75, -0.39)
N (-6.50, -1.17, -0.99)
H (-9.06, -0.32, -2.55)
H (-8.58, -1.96, -2.06)
H (-9.64, -0.99, -1.02)
H (-8.48, 1.46, -0.44)
H (-6.43, 2.28, 0.68)
H (-4.25, 1.88, 1.31)
H (-0.20, 1.35, 2.46)
H (-2.53, -2.49, -1.48)
H (-2.89, -3.39, 0.00)
H (-1.64, -3.99, -1.13)
H (2.62, -0.34, -0.80)
H (5.99, -0.52, -2.08)
H (5.19, 0.83, 1.23)
H (3.69, 1.76, 2.95)
H (1.66, 3.01, 2.29)
H (2.71, 2.50, -1.83)
H (6.29, -2.53, -0.73)
H (5.14, -4.37, 0.40)
H (1.89, -5.01, 0.51)
H (3.28, -5.25, 1.57)
H (1.97, -4.16, 2.05)
H (0.95, -1.58, 2.52)
H (1.68, -0.30, 1.53)
H (-4.56, -1.41, -0.41)

Results
multiplicity	1
lowest unoccupied orbital energy	0.32	eV
orbital gap	0.304	hartree

---

# 10
A single C3H3BrO2 molecule at a distorted geometry. Source: the OMol25 dataset; level of theory: the ωB97M-V functional and the def2-TZVPD basis.

Geometry (Å):
O (1.47, -2.54, -0.18)
C (1.44, -1.54, 0.52)
C (1.30, -0.10, 0.09)
Br (3.01, 0.57, -0.85)
C (0.13, 0.65, -0.38)
O (0.77, 0.78, 0.95)
H (1.48, -1.74, 1.64)
H (0.55, 1.33, -1.16)
H (-0.86, 0.27, -0.48)

Results
energy above the lowest of the compared OMol25 structures with the same formula, charge and spin	1.674	eV
multiplicity	1
lowest unoccupied orbital energy	-0.33	eV
orbital gap	0.373	hartree

---

Number 1: electronic energy -4120.6499 Ha. Number 2: electronic energy -348.0139 Ha. Number 3: electronic energy -5668.4764 Ha. Number 4: electronic energy -402.6540 Ha. Number 5: electronic energy -1930.0700 Ha. Number 6: electronic energy -5404.9297 Ha. Number 7: electronic energy -2407.5808 Ha. Number 8: electronic energy -495.1929 Ha. Number 9: electronic energy -1914.8994 Ha. Number 10: electronic energy -2840.5238 Ha.